No. 1
{
  "formula": "C4H11N3O2",
  "method": "ωB97M-V with the def2-TZVPD basis set",
  "elements": ["H", "N", "C", "N", "N", "C", "H", "H", "H", "H", "H", "H", "C", "C", "O", "O", "H", "H", "H", "H"],
  "positions_angstrom": [[1.03529, -2.57765, 0.22177], [1.96638, -2.50550, -0.18546], [2.17780, -1.31219, -0.58384], [3.42369, -1.02815, -1.11540], [1.48398, -0.15765, -0.29246], [1.21735, 0.79448, -1.36224], [3.83330, -0.13302, -0.90721], [3.96900, -1.84819, -1.30608], [0.76437, -0.16742, 0.41772], [1.45527, 1.84276, -1.17487], [0.17891, 0.71487, -1.70690], [1.77167, 0.48090, -2.23163], [-2.30721, 2.26804, 0.58784], [-2.48040, 0.79902, 0.86619], [-1.67540, -0.06885, 0.67065], [-3.61159, 0.57220, 1.58746], [-1.36854, 2.48942, 1.06201], [-3.14946, 2.88398, 0.85294], [-2.34155, 2.47775, -0.48280], [-3.52385, -0.28736, 2.02347]],
  "max_force_ev_per_a": 2.3,
  "energy_ha": -473.764746,
  "orbital_gap_ev": 8.998,
  "homo_energy_ev": -8.48
}



No. 2
{
  "formula": "C4H10S2",
  "method": "ωB97M-V with the def2-TZVPD basis set",
  "elements": ["C", "C", "C", "S", "S", "C", "H", "H", "H", "H", "H", "H", "H", "H", "H", "H"],
  "positions_angstrom": [[0.62446, -0.67780, -0.49574], [2.13640, -0.48433, -0.45185], [-0.03546, 0.64762, -1.00443], [0.22084, 1.89342, 0.34506], [-2.14891, -1.14865, 0.30009], [-2.06473, 0.28196, 1.30679], [0.20489, -0.86395, 0.50186], [0.34043, -1.52660, -1.12204], [2.62714, -0.04216, -1.32271], [2.63584, -1.42160, -0.18060], [2.29055, 0.18682, 0.39811], [-1.10747, 0.46555, -1.16039], [0.40830, 0.97509, -1.94646], [-2.88188, 0.18491, 2.04349], [-2.10542, 1.28773, 0.86868], [-1.14497, 0.24200, 1.92013]],
  "max_force_ev_per_a": 2.6,
  "energy_ha": -954.610461,
  "orbital_gap_ev": 4.917,
  "homo_energy_ev": -8.40
}



No. 3
{
  "formula": "C3H7N3O2",
  "method": "ωB97M-V with the def2-TZVPD basis set",
  "elements": ["C", "C", "N", "N", "O", "C", "N", "O", "H", "H", "H", "H", "H", "H", "H"],
  "positions_angstrom": [[0.28221, 1.52925, 0.03486], [-0.03951, 0.44622, 0.89464], [-0.29021, 0.44786, 2.21944], [-0.36189, -0.58309, 0.12913], [-0.43103, -1.88378, 0.68731], [-0.28416, -0.21826, -1.34175], [0.73170, -0.94164, -1.96707], [-1.26627, 0.15676, -1.95963], [-0.21451, 2.47705, 0.21861], [1.27785, 1.62934, -0.38309], [-0.01535, 1.25916, 2.74791], [-0.42339, -0.44130, 2.68294], [-1.34462, -2.13350, 0.46999], [1.61056, -0.96381, -1.47003], [0.76861, -0.78026, -2.96326]],
  "max_force_ev_per_a": 1.7,
  "energy_ha": -433.145468,
  "orbital_gap_ev": 7.887,
  "homo_energy_ev": -7.27
}



No. 4
{
  "formula": "C27H54NO15P3",
  "method": "ωB97M-V with the def2-TZVPD basis set",
  "elements": ["H", "N", "C", "C", "C", "C", "C", "C", "C", "C", "O", "O", "C", "O", "H", "H", "H", "H", "H", "H", "H", "H", "C", "C", "O", "P", "O", "O", "C", "C", "O", "C", "C", "H", "H", "H", "H", "H", "H", "H", "H", "H", "H", "H", "H", "H", "H", "H", "C", "C", "O", "P", "O", "O", "C", "C", "O", "C", "C", "H", "H", "H", "H", "H", "H", "H", "H", "H", "H", "H", "H", "H", "H", "H", "C", "C", "O", "P", "O", "O", "C", "C", "O", "C", "C", "H", "H", "H", "H", "H", "H", "H", "H", "H", "H", "H", "H", "H", "H", "H"],
  "positions_angstrom": [[-9.87570, -5.18885, -2.92299], [-10.00102, -5.16399, -3.94542], [-9.77842, -3.96764, -4.30038], [-9.38812, -2.93231, -3.20684], [-8.85364, -1.61021, -3.72930], [-7.81895, -0.88740, -3.24809], [-6.93335, -1.29329, -2.05046], [-6.23210, -2.61878, -2.49639], [-5.34397, -2.68687, -3.57533], [-7.65735, 0.40408, -4.04866], [-6.83239, 1.19467, -3.83152], [-8.66391, 0.46744, -5.00362], [-9.35174, -0.73399, -4.87535], [-10.25540, -1.03762, -5.55555], [-9.86262, -3.73186, -5.37745], [-10.31404, -2.71991, -2.62165], [-8.68883, -3.43913, -2.51261], [-7.54219, -1.47473, -1.14059], [-6.12673, -0.54562, -1.86724], [-6.46900, -3.53940, -1.92193], [-5.74135, -3.12390, -4.51711], [-4.27592, -2.39648, -3.52039], [-1.03673, -5.37908, -2.01242], [-2.07336, -5.35693, -0.90349], [-1.74768, -4.42044, 0.11840], [-1.80485, -2.80459, -0.25806], [-3.31568, -2.69544, -0.18736], [-1.55258, -2.19102, 1.25503], [-2.50620, -1.36828, 1.91701], [-3.39273, -2.20142, 2.82276], [-0.14712, -2.90442, -0.50096], [0.83465, -2.28484, 0.33953], [1.16920, -3.14170, 1.54461], [-1.02501, -4.42938, -2.55753], [-1.25077, -6.17602, -2.72639], [-0.03631, -5.52718, -1.60436], [-3.06686, -5.13200, -1.30685], [-2.12265, -6.33912, -0.43076], [-3.09107, -0.78302, 1.20679], [-1.94922, -0.64950, 2.52357], [-3.82359, -3.05384, 2.29584], [-4.20390, -1.59894, 3.23626], [-2.80743, -2.60968, 3.64989], [0.52735, -1.27793, 0.61938], [1.73907, -2.17071, -0.26353], [0.28481, -3.45196, 2.09823], [1.82705, -2.59669, 2.22401], [1.67175, -4.05961, 1.23210], [0.21713, -0.54185, -3.94099], [1.33806, -0.43135, -2.92328], [1.83451, 0.89884, -2.81699], [0.83725, 2.04127, -2.16599], [0.92010, 1.66433, -0.70668], [1.88138, 3.31560, -2.07699], [2.23004, 3.93143, -0.84166], [3.51167, 3.33705, -0.29180], [0.36412, 2.52637, -3.69384], [0.67919, 3.79732, -4.27548], [2.04811, 3.79120, -4.92636], [-0.66587, 0.01768, -3.61467], [-0.07552, -1.58392, -4.08232], [0.52332, -0.12568, -4.90132], [1.00468, -0.77809, -1.94071], [2.17233, -1.06318, -3.23238], [1.41513, 3.86978, -0.11999], [2.38495, 4.99514, -1.04051], [3.47417, 2.24717, -0.25436], [3.71654, 3.71492, 0.71204], [4.35408, 3.59484, -0.93766], [0.56995, 4.59886, -3.54659], [-0.07121, 3.98245, -5.04806], [2.82930, 3.43380, -4.25803], [2.31303, 4.79674, -5.25806], [2.05575, 3.12460, -5.79129], [3.93891, 0.99734, 3.84024], [3.95287, 2.48361, 4.15122], [5.11450, 2.86182, 4.87208], [6.57922, 2.78864, 4.08992], [6.38105, 4.05454, 3.28614], [7.52123, 3.48714, 5.25424], [8.24051, 4.69473, 5.03194], [7.43807, 5.88973, 5.50919], [6.78616, 1.29259, 4.82555], [7.75115, 1.01557, 5.84635], [7.23301, 1.38856, 7.22144], [4.74667, 0.73344, 3.14990], [2.99260, 0.70704, 3.38028], [4.08776, 0.41072, 4.74755], [3.88062, 3.07242, 3.23041], [3.09120, 2.73279, 4.77280], [8.53552, 4.79803, 3.98721], [9.16691, 4.63190, 5.60925], [6.42665, 5.88764, 5.10111], [7.92666, 6.82486, 5.22897], [7.33573, 5.86397, 6.59659], [8.70626, 1.48767, 5.62068], [7.93034, -0.06253, 5.82426], [6.85944, 2.40979, 7.26679], [8.02395, 1.27839, 7.96559], [6.39742, 0.74378, 7.50150]],
  "max_force_ev_per_a": 8.9,
  "energy_ha": -3268.394502,
  "orbital_gap_ev": 6.409,
  "homo_energy_ev": -7.85
}



No. 5
{
  "formula": "C5H6N2O4V",
  "method": "ωB97M-V with the def2-TZVPD basis set",
  "elements": ["O", "C", "V", "C", "C", "O", "O", "C", "N", "C", "N", "O", "H", "H", "H", "H", "H", "H"],
  "positions_angstrom": [[0.02088, 4.44375, -1.46621], [0.03315, 3.25128, -1.44533], [0.18086, -1.13963, 0.29930], [1.68141, -1.47115, -0.72285], [-1.49392, -1.40530, -0.46234], [2.74544, -1.62501, -1.43216], [-2.59199, -1.53251, -1.00623], [1.21160, 0.67638, 4.63682], [-0.04558, 0.05553, 4.08026], [-0.58136, -0.34355, 2.93147], [-1.80516, -0.97109, 2.90337], [0.03398, -0.15240, 1.83499], [2.00052, 1.08441, 3.96177], [1.61734, -0.08476, 5.32289], [0.83651, 1.45128, 5.32258], [-0.68044, -0.27613, 4.71752], [-2.30310, -1.20906, 2.09414], [-2.23044, -1.08353, 3.82090]],
  "total_charge": 2,
  "max_force_ev_per_a": 17.8,
  "energy_ha": -1547.808154,
  "spin_multiplicity": 4,
  "orbital_gap_ev": [7.497, 7.197],
  "homo_energy_ev": [-18.32, -18.34]
}



No. 6
{
  "formula": "C2H8",
  "method": "ωB97M-V with the def2-TZVPD basis set",
  "elements": ["C", "H", "H", "H", "H", "C", "H", "H", "H", "H"],
  "positions_angstrom": [[-2.62970, 1.01605, 1.84430], [-3.06910, 0.30311, 2.54280], [-2.05439, 0.43144, 1.13556], [-1.85674, 1.48215, 2.46497], [-3.31201, 1.72954, 1.40822], [2.58389, -0.99553, -1.89293], [2.58470, -0.01541, -2.36399], [3.60859, -1.21458, -1.59705], [2.19754, -1.78048, -2.53293], [1.94722, -0.95630, -1.00896]],
  "max_force_ev_per_a": 1.7,
  "energy_ha": -80.978181,
  "orbital_gap_ev": 14.043,
  "homo_energy_ev": -12.99
}